Record 1
C36H46F27InO18 as an isolated structure in a non-equilibrium geometry. Source: the OMol25 dataset; level of theory: ωB97M-V/def2-TZVPD.

As for the gap between HOMO and LUMO: 4.6 eV. Its net charge is +2. Its molar mass is 1394.510 g mol⁻¹. The calculation puts the HOMO energy at -13.97 eV. For the calculated total energy, the calculation gives -5639.52738 hartree. Its maximum force is 5.6 eV/A.

Last column: Löwdin charge in e.
Positions of all 128 atoms, in Å:
H -2.7663 -5.8563 -0.3138  0.103
O 4.1291 -2.6185 1.7014  0.143
H 2.4053 5.8265 2.6942  0.127
C -4.7780 4.0299 1.4538  -0.146
C -5.3168 -9.6780 0.6277  -0.504
H 5.4900 5.9056 2.8695  0.085
H -4.9651 -4.4447 0.4703  0.176
F 4.7285 2.6318 2.9541  0.147
H 1.7393 -1.0834 -0.5291  0.116
C -4.3760 -9.4018 1.7942  -0.376
H -4.8635 3.7467 2.5113  0.132
F -6.1446 -1.2605 -2.5553  0.154
F 6.4227 -2.6112 -0.9804  0.195
C -6.5109 -3.3312 -1.2914  -0.260
O 4.0417 -0.3833 3.8166  0.073
F -2.8370 -2.6036 1.1887  0.048
F -1.8374 4.2342 -3.5976  0.184
F 4.5587 1.3748 1.1459  0.159
H 4.3506 -2.5945 5.4299  0.095
C -1.1823 3.4588 -2.7199  -0.498
O 0.4343 0.1057 0.6048  -0.165
H 2.8777 -2.4870 6.3775  0.088
F -7.0621 -3.0309 -3.6085  0.151
F 6.1121 -0.9944 0.4280  0.145
C -2.3076 7.4154 -0.3261  -0.036
H -1.6436 5.6790 0.7735  0.110
H 0.8100 -0.0018 2.9009  0.001
H 2.1012 -0.5909 4.8238  0.118
C -4.2434 0.7259 -0.3320  -0.448
F 4.1020 5.0938 -1.2952  0.209
O -4.8496 2.8089 0.6199  0.037
H -3.3502 7.0699 -0.3731  0.079
O 3.6199 5.1255 1.1442  0.069
H -5.1584 -5.7298 -0.7641  0.213
O -2.9089 1.9560 1.3151  0.016
F 0.0917 3.3203 -3.0888  0.165
F -5.0893 -10.8394 0.0663  0.209
H -1.6991 -6.3015 3.4659  0.090
C 3.5581 -1.9020 5.7622  -0.056
H -3.1156 -8.4846 3.4955  0.129
O 4.0414 -3.3389 -0.3913  0.029
H -3.8304 4.5426 1.3202  0.103
C -3.2800 -5.1014 -0.9008  0.314
O -3.4853 -8.3984 1.5411  -0.013
H -6.8602 4.3468 1.0441  0.077
H 3.9966 -1.1109 6.3710  0.089
H 2.5667 -1.9692 3.7779  0.107
C 1.6988 -0.0483 -0.1623  -0.229
C 3.6926 0.6550 3.1214  -0.447
C 2.7707 3.4734 -4.9011  -0.217
F 6.9922 -2.8064 1.1520  0.171
C 3.8592 4.4925 -8.3636  -0.465
O -7.1195 -3.7827 -0.4148  0.243
F -1.3687 -2.1784 -0.5953  0.137
C 4.6669 -2.7992 0.6329  -0.375
C -1.8654 -3.1673 0.2396  -0.280
O 2.5863 1.1028 2.9811  0.053
H -1.8286 -6.3497 1.6773  0.048
F -5.2881 0.9717 -1.1390  0.172
F -5.3027 -8.7784 -0.4294  0.093
C -5.9650 4.9481 1.0663  -0.040
C -1.1948 4.0471 -1.2920  -0.335
C 6.0780 -2.3403 0.2727  -0.510
C 3.3237 4.1069 -0.8862  -0.491
F 2.6224 5.0145 -8.7002  0.125
H 2.1162 -3.3727 0.4021  0.101
H 1.8648 -5.8339 0.4133  0.069
C 2.8532 -5.3797 0.3389  -0.045
H 3.5374 3.9516 -4.2992  0.113
C -2.3442 -6.5880 2.6253  -0.047
C 2.8672 4.2522 0.5490  -0.364
H -2.1739 8.0233 0.5478  0.077
F 4.0512 2.9447 -0.9796  0.135
H 3.6408 1.4873 -5.4281  0.103
C 4.5143 6.2880 3.1980  -0.039
C -4.7042 -4.7028 -0.5809  -0.190
C 2.8487 1.9708 -4.7970  -0.052
C 1.6411 0.8747 -1.2717  -0.074
C 4.8115 1.3572 2.4723  -0.553
H -0.3523 6.5364 -0.1023  0.129
C -6.9894 -2.3189 -2.4264  -0.471
H -2.0892 7.9802 -1.2229  0.086
H 3.3975 -5.3257 1.2926  0.086
H -3.2988 -6.0603 2.6846  0.078
H -2.5467 -3.7918 -0.2772  0.071
H 3.4518 -5.9906 -0.3552  0.089
H 2.4659 0.1504 0.5619  0.095
H 0.7665 0.6637 -1.8834  0.094
C 4.0315 4.1346 -6.9061  -0.352
F -8.1546 -1.8478 -2.0411  0.212
O 1.9240 3.5563 1.0079  -0.025
F 4.7644 5.4185 -8.7666  0.154
O -4.4962 -10.0259 2.7808  0.222
F -4.5191 -0.4301 0.3705  0.118
O -0.8793 3.4057 -0.3242  0.060
O -5.1111 -3.6762 -1.3996  0.002
H 3.3427 4.4002 3.1686  0.107
H 1.8900 1.5399 -5.1594  0.091
O 5.0784 3.9718 -6.3702  0.193
C -1.3834 6.1930 -0.1569  -0.195
H -5.7982 5.2955 0.0455  0.079
H 1.4752 1.8804 -0.9170  0.048
C 2.9197 -1.2766 4.5396  -0.083
H 1.7997 3.8322 -4.5357  0.106
H 4.4395 7.2584 2.6990  0.080
F -1.7839 2.2350 -2.6761  0.142
H 2.5368 0.8140 -1.9138  0.093
F -0.8816 -3.8053 0.9069  0.149
C -3.9002 1.8756 0.6373  -0.365
F -6.5924 -9.6593 1.0906  0.159
F 5.9963 0.8870 2.6835  0.243
In -0.3150 2.4666 2.5122  1.188
O 2.8216 4.0016 -6.2435  0.004
H -2.8882 -5.1951 -1.9496  0.167
H 2.3227 -3.9961 -1.3095  0.139
F -3.1467 0.4262 -1.0996  0.133
C 3.4026 5.3548 2.6197  -0.129
H -6.0675 5.7819 1.7753  0.094
H -1.6745 -8.7231 2.4138  0.145
C 0.3462 -0.4027 2.1273  -0.277
F 4.0611 3.3939 -9.1399  0.151
H 2.9956 1.6494 -3.7773  0.041
C -2.5852 -8.1217 2.5979  -0.199
H 4.4978 6.3941 4.2895  0.090
O -0.3687 -1.2319 2.5764  0.125
O -1.5148 5.3623 -1.3143  0.033
F 2.2552 3.8947 -1.7055  0.129
C 2.7564 -3.9592 -0.2803  -0.201



Record 2
C36H46F5N2O3RhS2Si2 as an isolated structure in a non-equilibrium geometry. Source: the OMol25 dataset; level of theory: ωB97M-V/def2-TZVPD.

As for the gap between HOMO and LUMO (alpha / beta): 6.2 / 6.2 eV. Its net charge is 0. Its molar mass is 872.977 g mol⁻¹. The calculation puts the HOMO energy (alpha / beta) at -7.30 / -7.30 eV. For the calculated total energy, the calculation gives -3720.07732 hartree. Its maximum force is 1.7 eV/A.

Last column: Löwdin charge in e.
Positions of all 97 atoms, in Å:
H -5.8064 0.5341 -0.6468  0.092
H -1.0169 5.5492 -0.8206  0.073
C -1.1507 2.2328 2.6752  -0.042
H -5.4665 2.5524 -2.2700  0.090
H -1.9207 1.5955 2.2271  0.084
N 4.6960 -2.6230 -0.5923  0.085
C -1.1345 5.5710 -1.9074  -0.022
H 3.5004 -1.6610 2.5363  0.065
H -0.2897 0.1046 5.1674  0.104
C 1.7855 -3.8736 0.8526  -0.273
Si -1.3303 2.4454 -0.5617  -0.112
C -3.1585 -2.4441 0.1651  -0.086
C 0.3052 -0.8911 3.3611  -0.100
C 2.3526 -4.4772 1.9838  -0.099
C 2.2475 -5.9155 -0.3913  -0.085
C 5.2057 -3.5976 -1.3267  -0.053
O -2.8607 2.0123 -0.2220  -0.147
H 2.1893 -6.4775 -1.3189  0.105
H 5.9941 -4.1066 -3.2456  0.112
H -0.2508 5.1387 -4.5000  0.090
C -2.6396 -3.8412 2.0514  -0.086
H -3.8808 -2.0426 -0.5389  0.093
C 1.3539 -1.4089 2.5944  -0.279
H -5.2724 1.6042 0.6698  0.088
O -0.7739 3.4296 0.5996  -0.148
H -1.5189 -1.3709 -0.6950  0.004
C -1.3052 -3.4734 1.9483  -0.103
C 2.6516 -1.2933 3.1068  -0.148
H -0.6382 6.4648 -2.2970  0.090
C 2.8192 -6.4922 0.7403  -0.097
Si 0.9595 -2.1791 0.9340  0.635
C 5.3770 -2.0282 -3.0500  -0.106
C -4.9339 0.9040 -0.0989  -0.024
C -0.7536 4.2914 -4.0244  -0.029
C -0.0095 4.4554 2.5763  -0.028
C -3.4845 0.6203 -2.1181  -0.026
H -0.3572 3.3629 -4.4424  0.088
H -0.1866 1.7304 2.5653  0.072
H 3.9083 -0.6220 4.7115  0.101
C 2.8698 -5.7725 1.9273  -0.086
H 5.2900 -4.5632 -0.8464  0.141
H 2.0194 0.2802 6.0413  0.101
H -1.3704 2.3535 3.7409  0.092
S 3.7996 -0.1932 0.0098  0.677
H 5.6725 -1.7348 -4.0563  0.126
C 2.8942 -0.6973 4.3372  -0.082
H -2.4156 5.2702 1.5899  0.089
C -1.8199 -2.0718 0.0684  -0.121
H 0.0476 5.4075 2.0423  0.086
H -3.8670 3.3303 -2.3172  0.076
F 1.3765 -1.4274 -4.8007  0.150
C -0.5339 4.3149 -2.5244  -0.639
F -0.0307 -0.1000 -3.8338  0.154
Rh 1.6328 -0.7121 -0.7571  0.344
C 0.5405 -0.2893 4.5931  -0.086
H -4.9089 3.5263 -0.8894  0.090
N 4.8489 -1.0831 -2.3242  0.092
O -1.2302 3.1586 -2.0186  -0.150
H -2.7222 4.4605 3.1419  0.090
H -0.7128 -0.9557 2.9883  0.103
H -0.2029 4.6563 3.6342  0.089
C -0.8700 -2.5786 0.9595  -0.275
C 5.5752 -3.3390 -2.6114  -0.023
C 0.9470 4.1861 -2.1882  -0.026
C -2.4591 4.2989 2.0926  -0.022
H 1.2940 -4.1913 -1.2240  0.086
H -4.6134 -3.6118 1.2314  0.101
C 4.4500 -1.3751 -1.0566  -0.760
H -4.3293 0.3017 -2.7372  0.096
H -4.4389 0.0615 0.3927  0.072
F 2.0835 -2.6161 -2.6888  -0.007
H 3.2084 -7.5039 0.7004  0.101
H 1.5032 5.0363 -2.5938  0.090
S -0.1419 0.6991 -0.5534  0.491
H 4.3573 -2.8412 0.3420  0.137
H -0.5885 -3.8904 2.6545  0.106
H -2.2018 5.6317 -2.1420  0.089
C -4.5931 2.8280 -1.6705  -0.021
C -3.5702 -3.3254 1.1554  -0.085
C 1.0651 -1.6857 -2.4497  -0.459
C 1.8340 -0.1911 5.0832  -0.084
C 1.7445 -4.6204 -0.3350  -0.098
H -1.8221 4.3439 -4.2484  0.086
H -2.9534 -4.5311 2.8270  0.100
C -1.1138 3.5948 1.9925  -0.633
F -0.0807 -2.3686 -2.5318  0.081
F 2.1014 0.1635 -3.5282  0.124
H 1.0922 4.1566 -1.1043  0.081
H 1.3495 3.2621 -2.6133  0.086
C -3.9648 1.5911 -1.0437  -0.631
H -2.7356 1.0913 -2.7636  0.081
H 2.3850 -3.9356 2.9234  0.095
C 1.1207 -0.7346 -3.6792  -0.616
H -3.2386 3.6949 1.6220  0.075
H 0.9524 3.9448 2.4837  0.091
H -3.0279 -0.2617 -1.6587  0.054
H 3.2963 -6.2226 2.8167  0.102